Below is 12 unconnected molecules or ions with the total composition C36H60N4O12, with properties calculated with wB97M-V/def2-TZVPD.

```
112
Properties=species:S:1:pos:R:3
H -15.974 -8.489 -23.943
O -21.686 -7.863 -20.579
C -18.292 -11.360 -14.502
H -20.045 -6.742 -14.352
C -17.425 -7.437 -14.162
H -18.565 -4.911 -14.370
H -24.845 -10.726 -19.596
H -22.568 -5.388 -19.324
H -17.392 -8.616 -16.038
O -15.563 -7.999 -15.467
H -18.239 -4.674 -19.162
O -21.153 -9.475 -15.552
N -16.205 -7.256 -20.931
H -19.893 -10.818 -18.107
H -19.045 -2.953 -15.530
O -14.075 -8.655 -13.944
H -18.170 -11.294 -15.570
C -23.652 -8.192 -13.577
H -19.666 -3.835 -16.952
H -17.150 -6.830 -16.189
H -22.950 -9.155 -21.528
H -20.925 -5.247 -18.788
H -19.577 -10.930 -11.495
H -18.794 -7.026 -19.682
C -16.782 -14.936 -17.535
C -18.646 -13.746 -18.433
O -17.628 -5.403 -19.028
H -22.211 -4.973 -17.588
H -23.976 -8.515 -12.593
H -21.655 -7.443 -18.853
H -21.153 -12.652 -19.053
H -22.125 -10.438 -19.648
H -19.495 -9.373 -16.526
H -19.178 -6.384 -18.028
O -22.469 -5.280 -14.748
H -23.789 -9.609 -16.620
H -23.726 -7.117 -13.739
H -18.237 -5.610 -16.031
C -16.237 -7.090 -22.289
O -18.733 -9.580 -17.082
N -17.984 -12.066 -12.403
C -21.317 -5.043 -14.957
H -25.319 -13.265 -18.835
C -15.185 -8.311 -14.214
O -21.851 -6.917 -18.046
C -19.053 -11.199 -12.397
H -17.389 -6.370 -13.934
C -15.593 -11.107 -16.538
H -23.399 -7.900 -16.307
H -18.273 -15.165 -15.897
H -25.431 -8.363 -14.802
H -19.798 -9.201 -18.868
H -16.192 -10.542 -15.851
C -23.576 -8.880 -15.844
C -24.490 -8.893 -14.647
H -15.804 -14.463 -17.466
C -24.095 -11.483 -19.413
H -16.291 -8.962 -19.642
O -19.390 -13.114 -19.125
H -20.392 -6.598 -16.070
H -16.231 -6.122 -22.762
H -16.653 -15.993 -17.298
H -16.251 -7.765 -12.336
C -22.203 -9.043 -15.158
C -20.183 -6.026 -15.159
H -18.431 -7.788 -13.932
H -22.942 -14.397 -18.484
C -16.960 -7.719 -15.590
C -16.266 -8.607 -20.659
C -24.362 -12.803 -19.001
C -14.343 -11.695 -16.208
C -15.831 -11.395 -17.858
C -23.019 -8.203 -21.007
H -12.876 -12.746 -17.499
C -16.061 -9.271 -21.842
C -23.135 -13.406 -18.867
H -21.056 -8.081 -21.270
H -24.709 -9.908 -14.309
H -17.672 -15.385 -19.516
C -17.727 -14.382 -16.421
H -16.622 -12.691 -13.928
H -16.340 -6.510 -20.266
H -14.646 -12.443 -19.271
O -18.629 -13.534 -17.117
O -20.881 -3.818 -15.297
H -20.103 -10.168 -14.046
O -22.324 -8.610 -13.900
H -16.713 -13.953 -19.427
H -15.937 -10.341 -21.913
C -18.398 -6.571 -18.773
C -16.097 -8.322 -22.887
H -23.327 -7.453 -21.746
H -18.489 -10.392 -19.034
H -16.816 -9.219 -13.205
H -16.580 -11.046 -18.552
H -13.851 -11.573 -15.256
C -21.925 -5.561 -18.458
C -18.951 -5.132 -15.368
C -13.817 -12.242 -17.359
H -23.735 -8.126 -20.197
H -17.134 -13.805 -15.721
C -22.725 -11.317 -19.488
H -17.466 -12.439 -11.632
C -17.427 -14.548 -18.863
C -16.406 -8.209 -13.314
H -17.820 -7.338 -18.251
C -17.526 -12.151 -13.691
N -22.159 -12.517 -19.143
C -19.234 -9.983 -18.354
C -19.570 -3.847 -15.861
N -14.725 -12.053 -18.351
C -19.307 -10.805 -13.692
```

As for the total charge: 0. Its gap between HOMO and LUMO is 8.253 eV. The calculation puts the energy relative to the best compared isomer or geometry (same formula, charge and spin) at 0.473 eV. Its SMILES is c1cc[nH]c1.c1cc[nH]c1.c1cc[nH]c1.c1cc[nH]c1.O=C1CCCO1.O=C1CCCO1.O=C1CCCO1.O=C1CCCO1.CO.CO.CO.CO. Its HOMO energy is -7.9 eV.

These are the Löwdin partial charges, in e, on atoms 1 to 99:
1 H 0.09
2 O -0.16
3 C -0.11
4 H 0.11
5 C -0.14
6 H 0.12
7 H 0.08
8 H 0.08
9 H 0.09
10 O 0.03
11 H 0.08
12 O 0.08
13 N 0.03
14 H 0.07
15 H 0.13
16 O 0.12
17 H 0.07
18 C -0.14
19 H 0.11
20 H 0.09
21 H 0.08
22 H 0.06
23 H 0.10
24 H 0.08
25 C -0.13
26 C -0.46
27 O -0.11
28 H 0.08
29 H 0.13
30 H 0.04
31 H 0.09
32 H 0.08
33 H 0.04
34 H 0.06
35 O 0.12
36 H 0.12
37 H 0.11
38 H 0.08
39 C -0.14
40 O -0.16
41 N 0.02
42 C -0.48
43 H 0.09
44 C -0.49
45 O -0.15
46 C -0.13
47 H 0.10
48 C -0.09
49 H 0.12
50 H 0.13
51 H 0.12
52 H 0.06
53 H 0.07
54 C -0.05
55 C -0.15
56 H 0.09
57 C -0.13
58 H 0.09
59 O 0.09
60 H 0.11
61 H 0.10
62 H 0.11
63 H 0.12
64 C -0.45
65 C -0.06
66 H 0.10
67 H 0.11
68 C -0.14
69 C -0.14
70 C -0.12
71 C -0.08
72 C -0.12
73 C -0.11
74 H 0.11
75 C -0.12
76 C -0.15
77 H 0.10
78 H 0.12
79 H 0.12
80 C -0.13
81 H 0.10
82 H 0.11
83 H 0.14
84 O 0.04
85 O 0.03
86 H 0.06
87 O 0.03
88 H 0.11
89 H 0.09
90 C -0.16
91 C -0.12
92 H 0.08
93 H 0.06
94 H 0.11
95 H 0.09
96 H 0.10
97 C -0.14
98 C -0.15
99 C -0.14

Below is 12 unconnected molecules or ions with the total composition C36H60O36, with properties calculated with wB97M-V/def2-TZVPD.

```
132
Properties=species:S:1:pos:R:3
H -1.706 3.834 -5.776
C -3.633 -1.050 1.521
C -5.336 2.372 1.651
C 2.576 0.033 -5.814
H -3.713 -1.946 -4.151
C 3.488 1.895 0.217
C 3.271 3.191 2.215
H 1.890 -3.493 2.096
H 5.716 -0.387 2.354
C 1.125 -1.406 0.047
H -3.102 -2.939 -5.601
H -6.371 4.454 2.089
H -5.997 -5.494 0.478
C -1.379 6.368 9.052
O 3.117 3.104 0.814
H -2.077 -2.640 -4.272
H -4.657 -6.342 -0.138
O -3.391 -5.852 -2.857
C 0.179 6.602 0.919
H -2.813 -0.332 1.520
C -1.277 -4.665 -1.417
C -6.301 3.406 2.381
C 6.297 -1.224 1.968
H 2.999 -6.568 -3.014
O -2.103 -4.003 -2.372
H 0.509 -0.818 -4.444
O 2.722 -4.472 -3.125
O 0.815 5.369 0.915
H -3.706 -1.160 2.603
C -0.037 -5.678 1.791
H 2.152 -2.990 -7.116
H 3.388 -6.010 -0.914
H -0.142 0.779 -4.364
H -0.183 5.821 4.136
C -0.065 0.592 0.262
H -2.399 6.401 9.437
O 0.474 -5.920 3.012
O -0.055 -4.392 1.528
H 3.826 0.118 -1.745
O -0.755 4.992 5.909
O 3.316 2.037 -1.184
O 2.922 -2.335 -2.346
O 0.130 7.383 1.839
C 5.440 -2.463 1.853
H 5.319 -2.601 0.778
H 4.418 -2.302 2.195
H -4.581 -0.660 1.152
H -1.861 2.729 0.141
O 1.961 -1.107 -6.301
O -3.579 -2.318 0.881
C 3.902 1.149 -2.090
H 0.911 0.336 -3.124
H 3.495 1.400 -3.069
C 7.239 -2.969 3.032
H -4.657 2.894 0.976
H -1.501 5.126 -0.738
H -1.980 1.731 -5.786
H 4.349 3.260 2.363
C -3.292 2.767 -3.492
H -0.479 -5.099 -2.019
H -5.729 1.469 1.183
H 2.967 4.214 2.436
H 1.955 -4.821 3.922
H -1.076 7.405 8.907
O 7.305 -1.700 2.904
O -5.747 3.487 3.713
H -0.702 3.018 1.619
H -0.720 5.777 9.687
H -0.848 -3.849 -0.834
O 1.739 0.787 -5.097
C 3.508 -5.606 -2.952
O -3.560 -4.049 -4.045
O 6.126 -3.453 2.482
H -1.733 -5.394 -0.747
H -3.474 4.228 -6.005
H 3.689 -2.439 -6.392
H 0.928 -2.472 -0.068
H 4.299 -5.606 -3.702
C -4.537 2.807 3.814
H 2.662 2.415 2.678
O -0.479 6.782 -0.190
C -0.367 5.620 7.065
O 0.714 5.932 7.396
O -1.061 1.048 1.091
H 0.532 -2.797 2.894
O 0.636 1.267 -0.437
C -2.950 2.216 -5.675
O -0.492 -6.607 1.126
C 0.878 -3.721 2.430
C 3.223 -3.530 -2.306
O 4.098 1.012 0.814
O -3.540 1.832 -4.467
O 7.992 -3.692 3.554
H -7.334 3.073 2.279
H 3.082 -1.851 -7.970
O 3.756 0.374 -6.008
C 4.043 -5.442 -1.574
C -4.580 -3.222 0.981
C 0.925 -4.732 3.578
H -0.462 5.845 -1.967
C 0.669 4.771 -0.304
H -4.810 -5.846 1.584
C 0.111 4.951 4.723
O -3.601 2.678 -2.300
H -0.274 4.175 4.062
H -3.611 2.148 -6.539
O -2.837 3.805 -4.042
H 0.463 3.701 -0.261
C -1.444 2.413 1.098
C -3.128 -2.788 -4.522
O -5.684 -2.977 1.532
O 0.071 -0.666 0.589
C 2.806 -2.133 -6.954
H 0.170 -4.450 4.313
H 6.790 -0.892 1.054
C -3.035 -4.722 -3.017
C -4.910 -5.532 0.546
O -1.462 5.669 7.867
H 1.597 4.928 -0.854
H -2.290 2.630 1.750
H 5.066 -5.807 -1.660
C -0.554 5.642 -0.900
O -4.185 -4.350 0.412
O 4.066 -4.087 -1.421
H 1.181 4.923 4.931
H 1.415 -1.154 -0.973
C 0.772 0.211 -4.198
O -3.605 3.031 4.604
H 1.983 -1.387 0.719
O -4.470 1.980 2.734
C -2.724 3.712 -5.406
H 4.981 1.294 -2.139
```

As for the total charge: +1. As for the spin multiplicity: 2. Its gap between HOMO and LUMO (spin up / spin down) is 9.170 / 1.706 eV. The calculation puts the energy relative to the best compared isomer or geometry (same formula, charge and spin) at 2.724 eV. Its HOMO energy (spin up / spin down) is -11.9 / -11.9 eV.

These are the Löwdin partial charges, in e, on atoms 1 to 99:
1 H 0.14
2 C -0.04
3 C -0.06
4 C -0.53
5 H 0.10
6 C -0.45
7 C -0.05
8 H 0.11
9 H 0.12
10 C -0.04
11 H 0.10
12 H 0.13
13 H 0.10
14 C 0.00
15 O -0.06
16 H 0.08
17 H 0.10
18 O 0.15
19 C -0.53
20 H 0.07
21 C -0.02
22 C -0.07
23 C -0.07
24 H 0.15
25 O -0.02
26 H 0.09
27 O 0.09
28 O 0.03
29 H 0.10
30 C -0.56
31 H 0.09
32 H 0.14
33 H 0.07
34 H 0.14
35 C -0.56
36 H 0.12
37 O 0.07
38 O 0.07
39 H 0.08
40 O 0.20
41 O -0.05
42 O 0.11
43 O 0.14
44 C -0.18
45 H 0.12
46 H 0.12
47 H 0.09
48 H 0.10
49 O -0.04
50 O -0.01
51 C -0.05
52 H 0.08
53 H 0.10
54 C -0.67
55 H 0.12
56 H 0.12
57 H 0.12
58 H 0.10
59 C -0.57
60 H 0.10
61 H 0.13
62 H 0.08
63 H 0.14
64 H 0.13
65 O 0.11
66 O 0.03
67 H 0.09
68 H 0.14
69 H 0.07
70 O -0.01
71 C -0.15
72 O 0.00
73 O 0.10
74 H 0.09
75 H 0.14
76 H 0.09
77 H 0.08
78 H 0.14
79 C -0.47
80 H 0.10
81 O 0.10
82 C -0.50
83 O 0.25
84 O -0.02
85 H 0.13
86 O 0.15
87 C -0.13
88 O 0.13
89 C -0.09
90 C -0.50
91 O 0.10
92 O 0.06
93 O 0.20
94 H 0.12
95 H 0.09
96 O 0.10
97 C -0.16
98 C -0.53
99 C -0.13